No. 1
{"formula": "C39H71F6N3O8S", "method": "ωB97M-V/def2-TZVPD", "orbital_gap_ev": 7.54, "total_energy_ha": -3291.446342, "lumo_energy_ev": -0.9, "smiles": "CCCCCCCCCC[C@@]1(CCCCOC=O)C(C(F)(F)F)(C(F)(F)F)OC(=O)[C@]1(CCCCC)N=C=S.COCCNCCOC.COCCNCCOC", "homo_energy_ev": -8.44, "species": ["C", "H", "C", "H", "O", "H", "H", "C", "H", "H", "C", "H", "H", "H", "H", "H", "H", "H", "H", "H", "H", "H", "C", "H", "C", "F", "C", "C", "O", "C", "C", "C", "H", "H", "H", "H", "C", "H", "H", "H", "H", "F", "N", "O", "H", "H", "H", "F", "H", "C", "S", "H", "C", "H", "F", "H", "H", "H", "O", "C", "H", "H", "N", "C", "C", "C", "H", "H", "H", "H", "H", "C", "H", "H", "H", "C", "H", "C", "H", "C", "C", "O", "O", "O", "H", "C", "C", "C", "F", "H", "H", "H", "H", "C", "C", "C", "C", "H", "H", "H", "C", "H", "H", "C", "C", "C", "H", "H", "C", "H", "H", "C", "H", "H", "C", "H", "N", "C", "H", "C", "H", "F", "H", "H", "H", "H", "H", "O"], "xyz": [[-3.287, 0.695, 3.853], [2.148, -1.601, 5.461], [-7.103, 2.601, -4.655], [3.348, 7.180, 1.770], [2.212, -2.442, -3.574], [6.491, 0.167, 4.612], [-8.211, 1.609, -2.503], [7.076, 0.488, 2.409], [1.707, 0.816, 2.275], [2.905, -2.614, 4.067], [2.079, -1.121, -3.368], [0.837, -4.701, -1.787], [0.553, -6.394, -4.350], [4.537, 5.250, -0.002], [3.085, 4.658, 3.420], [4.786, -1.199, 2.145], [3.674, 0.549, 3.937], [0.345, -4.046, -3.343], [4.871, 1.321, 2.128], [-0.391, -8.195, -3.484], [-3.150, -0.708, -4.000], [-1.300, 0.976, -1.793], [1.000, 0.436, 3.162], [0.989, 1.500, 0.345], [6.508, -0.459, 3.620], [-2.446, -0.564, 6.343], [3.098, 6.043, 1.608], [0.818, 4.950, 2.733], [-3.307, -7.194, -2.511], [-3.389, -5.846, -2.994], [0.953, 0.682, -2.157], [-7.254, 1.152, -2.773], [-3.576, -8.355, -0.849], [-0.520, -7.920, -1.714], [7.747, -0.217, 1.720], [3.710, -0.436, 0.409], [0.884, 3.332, 2.855], [1.615, 3.086, 3.767], [-2.729, -6.829, -0.550], [2.401, 6.370, 3.817], [-0.512, -0.622, -0.996], [-3.715, 1.334, 2.597], [-1.528, 3.375, 2.412], [-1.497, 1.646, 5.127], [-7.291, 0.093, -2.510], [5.185, -2.341, 3.636], [4.366, -0.519, 5.326], [-4.083, -0.578, 3.923], [-0.390, -0.709, 1.188], [-0.564, 0.868, 2.980], [-3.160, 5.226, 4.261], [-3.162, 2.054, -6.011], [1.360, -1.154, 3.251], [2.024, -5.740, -3.670], [-1.701, -2.054, 4.666], [-3.827, -5.166, -2.254], [-4.060, -5.866, -3.861], [1.480, 2.947, 1.894], [1.236, -7.237, -2.564], [2.372, 5.512, 2.992], [0.610, 0.808, -3.293], [-0.694, 2.386, 0.123], [-4.819, 3.282, -3.979], [-3.558, 0.287, -4.198], [-0.512, 2.539, 3.140], [4.429, 5.141, 1.182], [3.617, 1.277, -0.447], [5.409, 5.482, 1.730], [1.374, 0.928, 4.183], [-4.234, 0.527, -3.374], [-2.878, 3.747, -3.447], [-2.007, -5.361, -3.459], [-6.443, 1.619, -2.210], [0.459, -1.881, 3.389], [2.291, 5.948, 0.754], [-0.168, 1.353, 0.271], [0.564, -9.155, -2.340], [-2.362, 4.081, 3.243], [-4.854, 2.459, -3.384], [2.552, -1.513, 4.369], [-1.451, -0.709, 5.208], [1.694, -0.593, -2.050], [-7.021, 1.253, -4.172], [-0.156, 3.763, 5.557], [-1.690, 2.707, -5.331], [5.827, 0.604, 0.081], [4.265, 0.292, -0.325], [1.024, -6.102, -3.405], [-0.135, -0.571, 5.939], [2.285, -0.422, -4.298], [0.387, 5.353, 1.719], [4.302, -0.271, -1.376], [6.261, 2.411, 1.451], [-3.424, 3.509, -4.369], [-0.674, 2.808, 4.783], [5.079, -1.221, 3.278], [-0.835, 0.378, 1.408], [7.326, -1.311, 3.790], [1.590, 1.630, -1.865], [-5.321, 2.341, -5.811], [0.290, -4.938, -2.709], [-3.369, 4.402, -5.003], [7.844, 1.272, 2.873], [5.904, 1.292, 1.568], [-1.691, 0.540, 4.121], [0.156, -8.160, -2.537], [6.297, 1.339, -0.727], [-1.140, -5.989, -1.724], [3.879, -0.562, 4.237], [1.858, -1.494, 2.217], [6.430, -0.406, -0.018], [-0.398, 0.549, -1.181], [-1.968, 0.281, 1.133], [-7.774, 2.582, -5.521], [-2.690, 2.345, -5.066], [0.161, 5.458, 3.589], [-1.104, -5.165, -2.318], [-5.721, 3.087, -5.119], [-5.834, 4.034, -5.657], [-3.539, -7.295, -1.112], [-4.105, 0.252, -5.144], [-3.879, 1.563, 4.943], [-1.607, -6.107, -4.151], [-2.120, -4.414, -3.997], [-4.497, -6.838, -0.843], [4.280, 3.989, 1.381], [-7.541, 3.282, -3.914], [-2.478, 1.210, -4.224]], "mulliken_charge": [0.68, 0.20, -0.79, 0.27, -0.49, 0.30, 0.34, -0.76, -0.34, 0.40, 0.07, 0.33, 0.35, 0.30, 0.22, -0.12, -0.04, 0.24, -0.50, 0.27, 0.24, -0.01, -1.01, -0.65, -0.64, -0.29, -0.46, -0.56, -0.34, -0.79, -0.23, -0.72, 0.24, 0.17, 0.25, 0.02, -0.21, 0.35, 0.30, 0.43, 0.30, -0.22, -0.53, -0.44, 0.24, 0.48, 0.31, -0.30, 0.34, 2.24, -0.13, 0.37, -0.49, 0.34, -0.25, 0.40, 0.38, -0.30, -0.43, -0.47, 0.31, 0.24, -0.31, -0.64, -0.19, -0.70, -0.03, 0.29, 0.55, 0.19, 0.35, -0.23, 0.30, 0.34, 0.27, 0.91, 0.29, 0.28, 0.04, -0.89, 0.62, -0.18, -0.34, -0.58, 0.35, -0.77, -0.18, -0.59, -0.24, 0.34, 0.31, 0.13, 0.18, -0.71, 0.13, -0.30, -1.00, 0.28, 0.18, 0.18, -0.46, 0.42, 0.29, 0.73, 0.27, -0.52, 0.34, 0.07, -0.22, 0.35, 0.33, -0.32, 0.24, 0.39, -0.53, 0.21, -0.23, -0.20, 0.40, -0.71, 0.36, -0.24, 0.19, 0.37, 0.34, -0.02, 0.40, -0.28]}

***

No. 2
{"formula": "C33H81Cr2N4O11", "method": "ωB97M-V/def2-TZVPD", "spin_multiplicity": 9, "orbital_gap_ev": [5.93, 5.55], "total_energy_ha": -4440.912099, "lumo_energy_ev": [-3.6, -4.0], "total_charge": 1, "homo_energy_ev": [-9.53, -9.58], "species": ["H", "H", "C", "H", "N", "C", "H", "H", "H", "O", "H", "Cr", "C", "H", "O", "H", "H", "H", "H", "H", "H", "H", "H", "H", "C", "C", "H", "C", "H", "H", "O", "H", "H", "H", "H", "H", "H", "H", "C", "C", "C", "H", "H", "C", "H", "C", "H", "C", "C", "H", "H", "H", "H", "C", "H", "H", "C", "C", "C", "C", "H", "H", "N", "H", "N", "C", "H", "H", "H", "H", "C", "C", "H", "C", "C", "C", "C", "H", "H", "H", "O", "C", "H", "H", "H", "C", "H", "H", "H", "H", "H", "H", "H", "H", "N", "H", "H", "H", "H", "C", "H", "C", "C", "H", "O", "H", "H", "H", "C", "H", "H", "H", "H", "H", "C", "Cr", "H", "O", "O", "O", "C", "O", "H", "O", "H", "H", "H", "H", "O", "H", "H"], "xyz": [[23.582, 14.913, 8.731], [29.247, 18.821, 14.237], [14.666, 23.498, 9.192], [19.503, 31.079, 19.741], [18.620, 29.088, 17.306], [17.979, 21.819, 14.782], [25.960, 19.205, 17.827], [20.213, 18.552, 14.262], [20.938, 20.814, 14.055], [22.855, 16.078, 10.161], [18.940, 19.645, 10.199], [25.235, 18.337, 14.590], [24.636, 15.831, 17.112], [24.377, 14.863, 16.682], [18.331, 18.244, 11.614], [21.664, 16.285, 8.399], [22.745, 19.075, 15.854], [20.835, 23.916, 15.778], [20.169, 29.134, 18.795], [28.313, 19.953, 15.256], [21.434, 13.783, 12.709], [20.987, 19.975, 10.847], [27.793, 16.406, 16.255], [20.957, 15.327, 9.777], [14.722, 23.056, 11.490], [21.754, 20.747, 14.775], [20.785, 19.480, 12.400], [25.844, 15.711, 18.130], [20.405, 18.630, 15.948], [22.849, 14.000, 10.127], [15.349, 22.902, 10.220], [17.986, 27.452, 16.049], [16.857, 24.391, 12.793], [18.468, 28.835, 19.395], [18.620, 20.154, 11.864], [18.121, 33.288, 18.325], [24.619, 20.255, 17.890], [23.624, 17.055, 18.608], [28.185, 17.406, 16.068], [17.599, 32.591, 18.981], [21.324, 14.625, 13.393], [13.874, 22.406, 11.702], [18.540, 21.868, 15.715], [19.885, 15.168, 13.182], [16.696, 17.212, 11.247], [21.569, 16.178, 9.479], [21.190, 25.288, 14.831], [20.844, 17.456, 9.802], [25.556, 20.100, 17.354], [13.592, 23.362, 9.319], [19.150, 14.439, 13.523], [20.821, 13.296, 15.008], [15.850, 21.564, 12.760], [17.547, 19.378, 14.883], [21.090, 17.259, 15.198], [26.790, 15.352, 17.725], [21.581, 14.053, 14.809], [23.435, 16.290, 17.855], [22.239, 19.151, 14.891], [19.033, 19.357, 11.246], [26.142, 16.617, 18.658], [26.142, 21.933, 13.339], [26.169, 19.823, 13.230], [16.937, 18.549, 15.241], [16.783, 23.451, 13.158], [17.248, 18.030, 10.783], [20.190, 17.325, 11.547], [19.815, 16.015, 13.864], [21.717, 14.823, 15.568], [21.653, 25.134, 16.664], [19.086, 30.793, 18.775], [23.469, 14.839, 9.813], [24.441, 14.632, 10.261], [28.249, 19.176, 14.494], [25.300, 21.232, 15.271], [20.939, 24.999, 15.852], [18.508, 27.627, 16.989], [24.287, 21.547, 15.524], [19.647, 31.359, 18.032], [21.285, 21.036, 15.716], [17.786, 31.168, 18.839], [15.585, 22.619, 12.828], [14.824, 24.564, 9.357], [18.708, 21.716, 13.979], [17.887, 27.049, 17.675], [20.464, 19.194, 11.398], [20.404, 26.847, 17.726], [19.797, 17.292, 9.548], [17.724, 29.553, 17.286], [17.707, 32.998, 19.987], [28.202, 20.519, 12.913], [16.553, 32.712, 18.699], [17.541, 17.760, 9.768], [17.829, 23.981, 14.666], [21.017, 17.811, 11.231], [16.374, 23.531, 15.307], [19.840, 15.426, 12.123], [23.061, 15.554, 18.567], [18.416, 19.358, 15.541], [19.871, 27.013, 16.789], [17.958, 19.139, 13.902], [19.101, 29.267, 18.620], [27.621, 19.631, 13.164], [14.920, 22.661, 13.690], [19.733, 25.677, 16.207], [25.720, 14.927, 18.876], [14.355, 24.074, 11.624], [26.228, 20.937, 17.543], [20.936, 18.327, 15.046], [22.574, 16.630, 17.279], [29.268, 17.469, 15.962], [22.539, 13.533, 14.820], [25.634, 19.731, 12.379], [27.789, 18.844, 12.429], [17.107, 23.168, 14.587], [23.070, 17.334, 11.937], [27.951, 18.033, 16.929], [23.103, 18.738, 13.901], [27.481, 18.076, 15.031], [24.879, 16.655, 16.017], [25.632, 21.060, 13.747], [16.986, 20.750, 14.772], [15.081, 23.248, 8.216], [25.511, 19.936, 15.927], [16.538, 18.852, 10.695], [20.462, 27.652, 16.133], [24.634, 21.275, 13.364], [22.592, 21.372, 14.466], [22.396, 15.522, 13.146], [21.237, 18.199, 9.109], [25.964, 21.986, 15.693]], "mulliken_charge": [0.35, 0.54, -0.78, 0.43, -0.33, -0.05, 0.06, -0.65, 0.09, -0.06, 0.55, 0.65, 0.74, 0.09, -0.25, 0.44, 0.05, -0.10, 0.30, 0.32, 0.32, 0.71, 0.00, 0.47, -0.64, -1.14, -1.67, -1.52, 0.75, 0.27, -0.29, 0.37, 0.27, 0.29, 0.47, 0.33, 0.24, 0.38, -0.76, -0.82, 0.41, 0.31, 0.53, -0.87, 0.27, -1.02, 0.31, 0.01, -0.90, 0.34, 0.51, 0.43, 0.14, -0.24, -0.53, 0.41, -1.29, -1.35, 0.85, -0.91, 0.26, 0.48, -0.02, 0.39, -0.27, -0.94, -0.97, 0.01, 0.11, 0.40, -0.77, -0.92, 0.31, -0.55, -0.90, -0.53, -0.76, 0.40, 0.38, 0.48, -0.31, -0.40, 0.32, 0.01, 0.33, 0.82, 0.31, -0.01, 0.26, 0.30, 0.32, 0.27, 0.35, 0.36, 1.13, 0.38, -0.03, 0.45, 0.18, -0.39, -0.11, -0.36, -0.95, 0.34, -0.19, 0.45, 0.42, 0.39, 0.01, 0.05, 0.40, 0.36, 0.28, 0.42, -1.02, 0.42, 0.27, 0.28, 0.15, -0.56, -0.98, -0.37, 0.23, 0.53, 0.26, 0.29, 0.19, 0.09, -0.62, 0.55, 0.73]}